[1]
This record from the OMol25 dataset describes C21H54F3N2O15SSn as an isolated structure. The level of theory is ωB97M-V/def2-TZVPD.

Geometry as XYZ:
```
97
Properties=species:S:1:pos:R:3:forces:R:3:lowdin_charge:R:1
Sn 14.6047 1.2787 -16.0150 -0.324 -0.378 -0.241 1.80
S 14.8708 1.6196 -20.4807 1.845 -4.800 -1.418 0.54
F 16.3677 3.7739 -19.9129 -0.542 -0.099 -1.021 0.11
F 15.1811 3.8462 -21.8371 1.107 -0.167 0.386 0.15
F 14.2280 4.0721 -19.9723 -0.456 0.442 0.819 0.11
O 16.1157 0.9143 -21.0160 -2.752 2.481 1.675 -0.36
O 17.1378 -0.3855 -16.8130 -1.276 0.827 1.131 -0.14
O 14.1513 2.1191 -13.0357 0.072 0.383 0.559 -0.28
O 12.1612 -1.6234 -12.3954 0.173 -0.265 0.495 -0.23
O 11.7630 1.2711 -17.1206 -0.102 1.050 -0.244 -0.26
O 13.4514 -7.5883 -10.8597 -0.554 -0.310 0.260 -0.19
O 17.1452 1.3260 -14.0931 -1.666 0.604 -0.467 -0.14
O 15.6459 4.2164 -15.5019 1.752 -1.921 0.677 -0.14
O 14.0261 -1.7171 -17.0057 0.276 0.142 -0.606 -0.14
O 12.8412 4.0380 -16.0939 0.631 0.805 0.512 -0.11
O 16.6890 -3.0225 -16.6261 0.111 0.000 0.963 -0.07
O 17.1538 2.5260 -17.3866 0.588 0.135 0.380 -0.13
O 14.6091 1.2727 -19.0559 0.537 1.097 0.358 -0.46
O 13.6812 1.3610 -21.2781 0.828 1.246 0.466 -0.31
O 15.5837 -1.2483 -14.4446 -0.637 0.848 -0.057 -0.14
N 13.3241 -4.4284 -11.5331 0.278 0.105 1.359 -0.06
N 12.0776 0.5684 -14.2457 0.294 1.324 -0.246 -0.07
C 10.7246 1.2899 -16.1818 -0.131 -1.716 0.556 -0.24
C 12.6499 -2.6841 -13.1599 2.022 0.176 -0.943 -0.21
C 13.7781 5.0294 -16.5676 0.029 0.383 -0.606 -0.18
C 14.0154 -6.4514 -10.2038 -0.537 -1.086 0.768 -0.25
C 18.3116 1.6951 -17.3198 -0.990 -1.604 -0.539 -0.20
C 13.2540 -8.7238 -9.9779 0.372 0.630 -0.226 -0.09
C 14.3810 -5.3447 -11.1097 0.044 0.094 -1.050 -0.23
C 11.1576 -1.9759 -11.4721 -0.696 0.540 0.362 -0.08
C 14.7450 -2.4597 -18.0351 -0.104 -1.102 2.507 -0.13
C 13.8044 -3.5099 -12.5513 -1.337 -1.289 0.522 -0.19
C 11.6938 1.6401 -13.2660 2.592 -0.602 -0.203 -0.14
C 15.0879 2.7724 -12.1451 -0.365 0.266 -0.645 -0.08
C 15.2315 3.4356 -20.5696 -0.561 -0.293 -0.003 -0.66
C 17.8766 0.2965 -17.7936 1.236 0.437 0.044 -0.20
C 12.9557 1.7979 -12.3294 -1.473 -0.390 -0.756 -0.20
C 14.9448 5.3901 -15.6064 -1.705 0.343 -1.073 -0.23
C 17.4933 0.0521 -13.5767 -0.593 0.292 1.214 -0.19
C 15.5983 -3.5917 -17.2802 -0.960 0.865 -3.556 -0.21
C 16.2652 -0.8589 -13.2587 0.584 -0.166 -1.034 -0.19
C 10.9890 0.1788 -15.1585 0.173 1.269 0.636 -0.17
C 11.3276 2.0689 -18.2249 1.120 0.503 -1.075 -0.08
H 12.7759 -9.5631 -10.4831 0.094 0.386 -0.515 0.09
H 14.1460 4.5621 -17.4811 0.704 0.156 0.120 0.11
H 15.1851 -4.8292 -10.5847 -0.140 0.599 -0.040 0.12
H 16.5826 -1.7918 -12.7927 0.705 0.101 0.263 0.12
H 13.3358 -6.0367 -9.4593 -0.202 -0.258 0.398 0.13
H 10.4329 1.6904 -18.7193 0.164 -0.623 0.022 0.10
H 15.9527 3.0684 -12.7387 -0.190 -0.091 0.059 0.07
H 13.2424 5.9033 -16.9381 -0.102 0.213 0.342 0.13
H 15.5109 -0.4778 -12.5703 0.219 0.717 -0.142 0.12
H 16.2698 -1.4959 -15.0688 -0.052 -0.260 -0.553 0.04
H 13.4922 -2.3841 -16.5680 -0.205 0.178 0.301 0.07
H 12.4549 -4.8880 -11.7641 0.179 -0.239 -0.252 0.12
H 18.2047 -0.3211 -14.3134 -0.023 -1.016 0.484 0.12
H 14.2241 -9.0677 -9.6192 0.114 -0.013 0.133 0.08
H 11.2580 -0.7408 -15.6783 -0.159 0.000 0.059 0.12
H 12.1812 2.1328 -18.8997 -0.239 -0.359 -0.265 0.07
H 14.2541 -4.1648 -13.2977 0.194 0.394 -0.968 0.11
H 11.8638 -3.2828 -13.6200 -0.289 -0.431 0.512 0.13
H 17.9061 0.2662 -12.5909 0.730 -0.492 0.032 0.12
H 18.6682 1.6634 -16.2903 0.357 -0.135 0.039 0.10
H 12.6587 2.5380 -11.5864 0.472 0.317 0.097 0.12
H 10.0965 0.0793 -14.5408 -0.417 -0.480 -0.204 0.12
H 14.9384 -6.7687 -9.7185 0.080 -0.093 0.309 0.12
H 12.3368 -0.1912 -13.6327 -0.072 -0.487 -0.186 0.05
H 12.1892 4.5745 -15.6370 -0.379 -0.425 0.341 0.09
H 17.5687 3.3918 -17.3853 -0.814 0.579 -0.093 0.09
H 14.5953 3.6489 -11.7240 0.079 0.183 -0.007 0.09
H 15.2806 -1.7062 -18.6125 0.277 -0.374 -0.011 0.12
H 14.0272 -3.0030 -18.6496 0.057 0.197 -0.291 0.12
H 9.8112 1.0248 -16.7143 -0.330 0.097 0.078 0.13
H 11.0815 3.1094 -18.0131 0.092 0.083 0.887 0.09
H 14.6871 5.7209 -14.6003 -0.689 0.327 -0.065 0.12
H 17.0997 -3.6998 -16.0837 0.298 -0.005 0.059 0.12
H 15.4205 2.1636 -11.3043 -0.117 -0.441 -0.107 0.09
H 14.6284 -2.9600 -12.0967 -0.247 0.630 -0.194 0.11
H 18.7591 -0.3343 -17.9001 0.363 0.343 -0.760 0.13
H 13.1245 -2.2055 -14.0165 0.088 0.235 -0.257 0.09
H 11.4631 -2.6552 -10.6762 0.332 -0.067 -0.194 0.09
H 14.9698 -4.3054 -16.7475 -0.176 0.567 0.827 0.12
H 10.5828 2.2630 -15.7117 0.126 0.168 0.001 0.12
H 19.0836 2.0547 -18.0001 0.076 0.024 0.058 0.14
H 16.5113 4.5496 -15.2535 0.458 -0.984 0.192 0.10
H 10.8407 -1.0358 -11.0206 -0.036 -0.040 0.127 0.09
H 17.9335 1.8096 -14.3507 0.095 -0.179 0.008 0.08
H 11.4826 2.5923 -13.7527 -0.051 -0.136 -0.077 0.10
H 15.6557 6.0981 -16.0326 -0.698 0.686 -0.403 0.13
H 10.8649 1.3415 -12.6243 -0.251 -0.046 -0.034 0.12
H 12.6190 -8.5023 -9.1202 0.003 0.390 0.079 0.08
H 17.0277 -1.2958 -17.0974 -0.072 -0.374 0.017 0.04
H 13.0992 0.8456 -11.8188 0.022 -0.147 0.190 0.11
H 15.9465 -4.2057 -18.1107 0.387 -0.185 -0.208 0.12
H 14.8639 -5.8131 -11.9673 0.225 -0.066 -0.521 0.12
H 10.2915 -2.3837 -11.9932 -0.092 -0.216 -0.081 0.09
H 17.2972 0.4084 -18.7100 0.154 -0.008 -0.251 0.11
```
Positions in Å, forces in eV/Å.

Net charge: +1



[2]
This record from the OMol25 dataset describes C21H54N2O9Si2 as an isolated structure. The level of theory is ωB97M-V/def2-TZVPD.

Geometry as XYZ:
```
88
Properties=species:S:1:pos:R:3:forces:R:3:lowdin_charge:R:1
Si -0.8884 6.9517 3.2299 0.191 0.207 -0.053 0.56
Si -0.0285 4.1049 3.0184 0.082 0.114 0.114 0.43
O -4.4165 3.1151 6.2638 0.005 0.165 0.135 -0.16
O -1.8547 -0.9589 -3.8329 0.078 -0.058 0.015 -0.20
O 1.0486 3.3043 2.0912 0.035 -0.225 -0.079 -0.25
O -0.6928 0.7064 0.2190 -0.096 0.153 -0.071 -0.14
O 2.4236 -1.5954 -1.2777 0.019 -0.123 -0.031 -0.19
O -2.7946 5.6139 4.6037 0.406 -0.375 0.044 -0.23
O 6.5847 -1.9549 0.7702 -0.119 0.029 -0.014 -0.19
O -0.0538 5.6880 2.5821 -0.178 -0.111 0.162 -0.39
O -1.4397 -5.2098 -5.6763 -0.017 0.116 0.001 -0.20
N -2.2366 -3.9897 -3.1109 0.087 0.028 -0.103 -0.05
N 5.4711 -1.9166 -1.9632 -0.038 -0.052 0.120 -0.05
C 6.7999 -3.3451 0.8650 0.073 -0.045 0.026 -0.12
C -3.1477 -4.5465 -4.0942 -0.048 0.042 0.012 -0.22
C 7.2038 -1.3253 -0.3431 0.108 -0.058 -0.026 -0.22
C -0.8443 1.4834 -2.0974 -0.198 0.061 0.122 -0.06
C -3.0014 -1.5529 -3.2541 -0.037 0.010 -0.014 -0.22
C -0.1510 -5.6282 -5.2852 0.041 -0.077 -0.005 -0.12
C 0.6587 2.6623 0.8795 -0.033 0.052 0.031 -0.23
C -2.4991 -5.6808 -4.8542 0.030 -0.112 0.044 -0.22
C -2.7083 -2.7969 -2.4241 -0.026 -0.042 0.095 -0.20
C -2.6793 6.4994 3.5067 -0.329 0.228 -0.072 -0.34
C -0.1664 0.5620 -1.1000 0.097 -0.280 0.005 -0.26
C 6.1736 -0.8170 -1.3255 -0.030 0.052 -0.031 -0.22
C -4.7879 1.9180 8.2843 0.010 -0.051 0.079 -0.07
C 3.1801 -0.8044 -2.1728 -0.039 0.079 0.015 -0.24
C -3.9011 4.7210 4.5926 -0.136 0.310 -0.126 -0.18
C 0.2102 1.2250 1.1644 0.141 -0.048 -0.025 -0.20
C -1.4348 -1.4992 -5.0685 -0.034 0.019 -0.040 -0.09
C -3.5136 3.3857 5.2141 0.004 -0.060 -0.034 -0.20
C -4.2450 1.8483 6.8712 -0.027 -0.044 -0.110 -0.28
C 2.9029 -1.6599 0.0496 -0.037 0.063 0.036 -0.10
C 4.3546 -1.5330 -2.8136 0.042 -0.011 -0.088 -0.20
H 3.3953 -0.7264 0.3427 -0.016 0.000 0.017 0.09
H -4.7206 5.1404 5.1851 -0.004 -0.002 -0.014 0.13
H 0.4093 3.9959 4.4226 -0.011 -0.025 -0.056 0.01
H 4.7418 -0.8983 -3.6189 0.002 -0.001 0.005 0.12
H -0.3351 -0.4761 -1.3946 0.082 -0.001 -0.058 0.11
H 3.6097 -2.4802 0.2062 0.014 0.012 -0.030 0.08
H 7.7878 -0.4801 0.0298 0.012 -0.018 0.029 0.12
H 3.9644 -2.4388 -3.2839 0.016 0.000 -0.010 0.12
H 2.0412 -1.8236 0.6970 0.009 -0.002 0.010 0.09
H 1.0914 0.5747 1.2569 -0.028 0.026 0.024 0.12
H -3.1838 1.5748 6.8627 0.010 -0.019 0.081 0.12
H -0.1580 3.1966 0.3826 -0.037 0.020 0.088 0.11
H -0.3111 1.2121 2.1222 -0.032 0.018 0.000 0.12
H -4.2546 4.6105 3.5627 0.012 -0.125 0.022 0.12
H -5.6602 2.5701 8.3123 -0.041 -0.028 -0.063 0.08
H 7.8669 -3.5882 0.8236 0.000 0.002 0.027 0.09
H -3.4184 -0.8033 -2.5764 -0.004 0.029 -0.026 0.12
H -1.3724 3.5269 2.7993 -0.041 -0.010 0.002 0.02
H -0.9225 -0.7053 -5.6117 0.003 -0.004 -0.010 0.09
H -1.3457 -3.7983 -3.5503 0.000 0.022 0.011 0.08
H -4.7790 1.0871 6.2888 0.001 0.023 -0.053 0.12
H -4.0302 -4.9367 -3.5759 -0.002 0.022 0.008 0.12
H 3.4989 0.1197 -1.6717 0.029 -0.024 -0.010 0.11
H 5.5111 -0.1259 -0.7843 0.011 0.000 -0.002 0.11
H -3.5039 -3.8120 -4.8314 -0.003 -0.011 0.001 0.11
H 0.5351 -5.3276 -6.0749 0.011 0.005 0.009 0.09
H 7.8850 -2.0251 -0.8380 -0.012 0.032 -0.036 0.12
H -1.0281 2.4678 -1.6674 0.163 0.065 0.010 0.07
H 6.4046 -3.6639 1.8276 -0.006 -0.013 -0.004 0.09
H -1.8078 1.0712 -2.3940 0.033 0.056 -0.021 0.06
H -3.2429 7.4327 3.6686 -0.116 -0.117 0.049 0.09
H -2.1232 -6.4359 -4.1562 -0.041 0.016 0.022 0.12
H 1.5265 2.7011 0.2219 -0.024 -0.056 -0.099 0.12
H -3.0837 6.0505 2.5880 0.016 -0.011 0.012 0.09
H 2.4922 -0.5189 -2.9736 -0.017 0.014 0.020 0.12
H 5.1520 -2.5649 -1.2550 -0.024 0.013 -0.003 0.08
H -0.1018 -6.7162 -5.1705 0.007 -0.002 -0.027 0.09
H -2.2863 -1.8422 -5.6645 0.007 0.015 -0.017 0.09
H -1.9609 -2.5267 -1.6742 -0.009 -0.007 0.010 0.12
H -0.2395 1.5939 -2.9980 -0.016 -0.036 -0.018 0.08
H -2.4873 3.4610 5.5942 -0.003 0.009 0.016 0.13
H -4.0472 2.3184 8.9745 0.001 0.067 0.007 0.07
H 0.9186 0.7032 -1.0828 -0.011 0.087 0.001 0.10
H 0.1743 -5.1743 -4.3418 -0.042 0.006 0.004 0.08
H -5.0918 0.9335 8.6407 0.065 -0.023 -0.004 0.07
H -0.2723 7.3508 4.5117 0.000 0.010 0.005 -0.01
H -0.7413 -2.3374 -4.9506 -0.023 -0.007 0.019 0.08
H -0.8466 8.0729 2.2689 0.018 -0.009 -0.013 -0.02
H -3.6235 -3.0551 -1.8791 0.004 -0.006 -0.005 0.12
H 6.6877 -0.2335 -2.0966 -0.020 0.002 -0.008 0.12
H -3.2446 -6.1495 -5.5018 0.025 -0.014 -0.022 0.12
H -3.7514 -1.7415 -4.0327 0.012 -0.046 0.017 0.11
H -3.5385 2.5726 4.4768 -0.007 0.051 -0.032 0.12
H 6.2943 -3.9076 0.0712 0.003 0.038 -0.019 0.08
```
Positions in Å, forces in eV/Å.



Number 1: F_max 5.334 eV/A, gap between HOMO and LUMO 7.45 eV. Number 2: F_max 0.554 eV/A, gap between HOMO and LUMO 9.38 eV.